Below is a cluster of 2 separate species, C4H13N2O in total, with properties calculated with ωB97M-V with the def2-TZVPD basis set.

Positions of all 20 atoms, in Å:
C  0.255  -3.004  0.441
C  0.586  -1.971  1.527
C  1.323  -0.765  1.063
N  0.585  -0.032  -0.093
C  -0.372  0.819  0.176
N  -1.141  1.458  -0.682
H  -0.044  -2.572  -0.529
H  1.049  -3.699  0.209
H  -0.543  -3.689  0.735
H  -0.419  -1.566  1.922
H  1.241  -2.386  2.318
H  1.367  -0.033  1.848
H  2.297  -0.923  0.589
H  0.707  -0.544  -0.969
H  -0.404  1.079  1.248
H  -1.967  1.869  -0.272
H  -0.777  1.688  -1.609
H  -1.437  5.027  -3.304
H  -1.117  4.926  -1.931
O  -1.188  4.318  -2.685

## Properties
frontier orbital gap = 0.411 hartree
net charge = +1
E_LUMO = -0.13133 hartree

=====

Below is the molecule C2H4S3, with properties calculated with ωB97M-V with the def2-TZVPD basis set.

Positions of all 9 atoms, in Å:
C  -0.007  1.734  -0.237
C  0.054  -0.993  0.077
S  0.747  0.364  0.800
S  0.927  -2.232  0.798
S  -1.261  -1.172  -0.952
H  0.398  1.577  -1.187
H  0.372  2.485  0.474
H  1.759  -1.571  1.636
H  -1.206  1.456  -0.022

## Properties
frontier orbital gap = 0.315 hartree
E_LUMO = -0.01159 hartree

=====

Below is the molecule C5H10O2, with properties calculated with ωB97M-V with the def2-TZVPD basis set.

Positions of all 17 atoms, in Å:
O  2.786  -0.184  -0.685
C  1.756  -0.821  0.034
C  0.397  -0.419  -0.520
C  -0.810  -0.894  0.290
C  -1.767  0.311  0.256
C  -0.827  1.509  0.079
O  0.385  1.012  -0.473
H  2.520  0.747  -0.727
H  1.773  -0.530  1.098
H  1.925  -1.902  -0.032
H  0.312  -0.745  -1.567
H  -0.535  -1.152  1.321
H  -1.247  -1.789  -0.160
H  -2.331  0.405  1.187
H  -2.496  0.199  -0.555
H  -0.626  1.974  1.056
H  -1.214  2.278  -0.601

## Properties
frontier orbital gap = 0.392 hartree
E_LUMO = 0.03640 hartree

=====

Below is a structure of composition C21H31BN9O3SeV, with properties calculated with ωB97M-V with the def2-TZVPD basis set.

Positions of all 67 atoms, in Å:
V  0.396  0.052  -0.616
C  -1.528  -3.086  3.277
O  -1.667  -2.711  1.917
C  -2.924  -2.167  1.592
C  -2.973  -0.653  1.699
O  -2.226  -0.045  0.638
C  -2.532  1.337  0.518
C  -1.537  2.262  1.191
O  -0.275  2.093  0.573
C  0.724  2.971  1.085
H  -2.225  -3.888  3.533
H  -1.693  -2.242  3.956
H  -0.508  -3.442  3.397
H  -3.705  -2.599  2.225
H  -3.137  -2.430  0.554
H  -2.618  -0.310  2.679
H  -4.019  -0.345  1.605
H  -3.527  1.542  0.921
H  -2.535  1.564  -0.547
H  -1.466  2.083  2.270
H  -1.886  3.289  1.035
H  0.484  4.008  0.840
H  1.674  2.700  0.626
H  0.812  2.866  2.169
B  3.879  0.137  -0.117
N  2.867  0.246  1.051
C  3.172  0.515  2.316
C  2.035  0.349  3.105
C  1.052  -0.028  2.210
N  1.561  -0.106  0.964
N  3.164  0.622  -1.425
C  3.822  0.827  -2.574
C  3.033  0.453  -3.648
C  1.859  -0.022  -3.060
N  1.934  0.128  -1.720
H  4.824  0.832  0.108
H  4.147  -1.026  -0.286
H  4.170  0.804  2.597
H  1.948  0.476  4.170
H  0.015  -0.239  2.386
H  4.837  1.187  -2.561
H  3.282  0.467  -4.694
H  0.735  -0.673  -4.676
C  -2.807  0.014  -2.731
C  -1.811  1.118  -2.762
N  -0.716  1.242  -2.028
C  -0.121  2.437  -2.392
C  -0.859  3.027  -3.362
N  -1.925  2.185  -3.576
H  -2.597  -0.666  -1.907
H  -2.783  -0.549  -3.667
H  -3.814  0.416  -2.611
H  0.804  2.780  -1.959
H  -0.720  3.952  -3.892
H  -2.649  2.315  -4.262
Se  -0.428  -1.207  -6.251
N  -1.092  -2.314  -5.056
C  -0.873  -2.387  -3.747
C  -1.538  -3.393  -3.002
C  -1.378  -3.495  -1.630
C  -0.617  -2.556  -0.970
N  -0.005  -1.541  -1.631
C  -0.024  -1.513  -2.981
N  0.787  -0.641  -3.639
H  -2.153  -4.087  -3.557
H  -1.840  -4.297  -1.071
H  -0.441  -2.589  0.097

## Properties
multiplicity = 4
frontier orbital gap (alpha / beta) = 0.171 / 0.225 hartree
net charge = +1
E_LUMO (alpha / beta) = -0.14979 / -0.11269 hartree
<S²> = 3.828

=====

Below is the ion C4H8Br2N with charge +1, with properties calculated with ωB97M-V with the def2-TZVPD basis set.

Positions of all 15 atoms, in Å:
C  -1.314  -0.826  -1.695
C  -0.568  0.136  -1.233
Br  -1.073  1.979  -1.083
C  0.793  -0.098  -0.720
Br  2.108  0.962  -1.664
N  0.894  0.525  0.954
C  -0.145  -0.151  1.796
H  -2.210  -0.484  -2.171
H  -1.072  -1.993  -1.584
H  1.021  -1.063  -0.756
H  1.761  0.251  1.312
H  0.665  1.612  0.891
H  -0.096  -1.201  1.454
H  0.363  0.025  2.747
H  -1.127  0.327  1.755

## Properties
frontier orbital gap = 0.377 hartree
net charge = +1
E_LUMO = -0.14101 hartree

=====

Below is a cluster of 2 separate species, C9H14 in total, with properties calculated with ωB97M-V with the def2-TZVPD basis set.

Positions of all 23 atoms, in Å:
C  2.570  0.553  1.297
C  1.722  0.304  0.083
C  0.640  1.132  -0.180
C  -0.239  0.812  -1.205
C  -0.020  -0.320  -1.980
C  1.118  -1.081  -1.785
C  1.991  -0.784  -0.739
H  2.216  1.422  1.857
H  3.630  0.712  1.102
H  2.491  -0.308  1.966
H  0.492  2.021  0.424
H  -1.009  1.517  -1.494
H  -0.752  -0.632  -2.714
H  1.326  -1.887  -2.483
H  2.957  -1.257  -0.633
C  -3.541  0.126  2.192
C  -2.870  -0.663  1.052
H  -2.854  0.888  2.568
H  -4.437  0.650  1.871
H  -3.778  -0.533  3.033
H  -3.605  -0.969  0.311
H  -2.086  -0.097  0.552
H  -2.430  -1.589  1.437

## Properties
frontier orbital gap = 0.370 hartree
E_LUMO = 0.03707 hartree

=====

Results for ΔE to the lowest compared entry with this formula, charge and spin: 1.5498, 1.3324, 1.3860, 2.5891, 1.0304, 0.2887 (in eV, following the order of the records).